Entry 1:
77
Properties=species:S:1:pos:R:3:lowdin_charge:R:1 method="wB97M-V/def2-TZVPD" homo_ev=-10.365 total_charge=+1 relative_energy_kcal_mol=20.1 lumo_energy_ev=-4.7
Mg -0.2097 0.9560 -0.4031 0.61
C 0.2916 3.6434 -2.4568 0.01
C 0.4267 3.9139 -0.9936 -0.28
C 0.7501 5.2029 -0.5226 0.01
C 0.8603 5.4333 0.8211 0.01
C 0.6492 4.3786 1.7359 -0.18
C 0.7331 4.4816 3.1419 -0.62
Br 1.1748 6.1409 3.9548 0.80
C 0.4931 3.3920 3.9415 -0.16
C 0.1707 2.1549 3.3780 -0.61
Br -0.2001 0.6656 4.4868 0.82
C 0.0883 1.9622 2.0025 -0.46
O -0.1881 0.8217 1.4436 -0.24
C 0.3283 3.1138 1.1872 -0.15
N 0.2299 2.9166 -0.1557 0.10
H 1.0653 4.1678 -3.0139 0.10
H -0.6774 3.9924 -2.8201 0.10
H 0.3653 2.5732 -2.6606 0.07
H 0.9051 6.0006 -1.2339 0.12
H 1.1166 6.4125 1.2005 0.09
H 0.5493 3.4904 5.0161 0.10
F 6.1085 -2.1104 -1.3306 0.16
C 5.9004 -1.0173 -0.5918 -0.59
F 6.6394 -0.0258 -1.1151 0.16
F 6.3598 -1.2552 0.6398 0.17
C 4.4423 -0.6195 -0.5708 -0.08
C 3.9937 0.2861 0.3784 0.06
C 2.6699 0.6827 0.3320 -0.06
N 1.8077 0.2292 -0.5790 0.03
C 2.2453 -0.6590 -1.4699 -0.07
C 3.5535 -1.1088 -1.5135 0.05
H 4.6618 0.6732 1.1324 0.14
H 2.2879 1.3840 1.0589 0.12
H 1.5246 -1.0306 -2.1801 0.09
H 3.8752 -1.8176 -2.2605 0.13
C -4.8480 -0.1667 3.0756 -0.03
O -5.1798 -1.3408 2.3331 0.00
C -5.2459 -1.3115 1.0103 -0.58
O -5.6846 -2.2315 0.3749 0.15
C -4.5838 -0.1778 0.2606 -0.25
C -5.3052 0.7571 -0.3482 -0.21
As -4.8769 2.0022 -1.9182 1.40
C -4.8165 0.4759 -3.1516 -0.27
C -3.1992 1.9050 -0.9340 -0.27
C -2.3251 0.8549 -1.0271 -0.38
As -2.6233 -0.5393 0.3830 1.43
C -2.6290 -2.1704 -0.7315 -0.24
C -1.8408 0.5430 -2.3658 -0.59
O -2.0765 1.1503 -3.3795 0.10
O -0.8896 -0.4441 -2.3271 -0.14
C -0.4740 -0.9057 -3.6217 -0.02
C -3.4245 2.6711 0.3240 -0.57
O -4.1662 3.6222 0.3621 0.11
O -2.7301 2.2379 1.3754 -0.09
C -2.9786 2.9430 2.6007 0.00
C -6.7578 0.8723 -0.0022 -0.51
O -7.2131 0.5193 1.0542 0.15
O -7.4552 1.4068 -0.9979 -0.10
C -8.8560 1.5978 -0.7574 -0.01
H -4.9789 -0.4401 4.1188 0.11
H -5.5320 0.6440 2.8196 0.09
H -3.8084 0.1289 2.9073 0.06
H -5.8571 0.2255 -3.3618 0.04
H -4.3379 -0.3954 -2.7072 0.02
H -4.3330 0.7403 -4.0889 0.03
H -3.0424 -2.0326 -1.7297 0.04
H -3.2506 -2.8954 -0.2019 0.04
H -1.6192 -2.5759 -0.7972 0.03
H 0.0387 -1.8532 -3.4754 0.10
H 0.1812 -0.1785 -4.1031 0.11
H -1.3472 -1.0565 -4.2553 0.11
H -2.5719 2.3308 3.4002 0.08
H -4.0499 3.0933 2.7315 0.11
H -2.4841 3.9150 2.5778 0.11
H -9.2525 2.0622 -1.6541 0.10
H -8.9938 2.2451 0.1077 0.10
H -9.3402 0.6406 -0.5680 0.11



Entry 2:
77
Properties=species:S:1:pos:R:3:lowdin_charge:R:1 method="wB97M-V/def2-TZVPD" homo_ev=-4.935 total_charge=-1 relative_energy_kcal_mol=40.0 lumo_energy_ev=2.0
Sn -0.2746 -0.1012 -0.3490 1.55
N -3.1106 -3.7704 0.4715 0.13
C -2.9726 -2.4603 0.1940 -0.14
N -2.4429 -1.6066 0.9887 0.09
C -1.8779 -2.0312 2.1769 -0.31
N -1.3699 -1.1300 2.9505 0.07
N -1.2689 0.0865 2.4422 -0.06
C -1.7529 1.1098 3.0270 -0.10
C -1.7174 2.3902 2.3492 -0.29
C -1.9005 3.5929 3.0402 -0.03
C -1.9137 4.7765 2.3307 -0.07
C -1.8016 4.7278 0.9493 -0.06
C -1.6574 3.4831 0.3477 -0.14
N -1.5952 2.3544 1.0208 0.10
C -1.9220 -3.4365 2.5264 -0.09
C -1.3111 -3.9664 3.6613 -0.01
C -1.3351 -5.3258 3.8868 -0.08
C -1.9617 -6.1756 2.9841 -0.08
C -2.5674 -5.6738 1.8523 -0.02
C -2.5453 -4.3034 1.6149 -0.19
H -3.3970 -4.4140 -0.2531 0.16
H -3.3597 -2.0939 -0.7496 0.11
H -2.2933 1.0482 3.9778 0.12
H -2.0184 3.5851 4.1115 0.11
H -2.0266 5.7221 2.8426 0.10
H -1.8324 5.6290 0.3570 0.10
H -1.6078 3.3759 -0.7255 0.10
H -0.8026 -3.2931 4.3322 0.11
H -0.8420 -5.7442 4.7507 0.10
H -1.9630 -7.2404 3.1639 0.10
H -3.0200 -6.3391 1.1312 0.11
I 6.8573 2.2747 -3.8902 0.75
C 5.1851 1.5029 -2.8408 -0.73
C 5.3801 0.7166 -1.7207 -0.24
C 4.2724 0.2146 -1.0807 -0.61
I 4.4719 -0.9108 0.6887 0.87
C 2.9466 0.4190 -1.5213 -0.49
O 1.9732 -0.1572 -0.9390 -0.35
C 2.8026 1.2866 -2.6398 -0.17
C 1.4087 1.6600 -3.0557 -0.17
N 0.6990 2.2726 -1.9479 -0.08
C 1.2814 3.4901 -1.4425 -0.15
C 1.4395 3.4755 0.0605 -0.27
C 1.8174 4.6364 0.7351 -0.03
C 1.9768 4.5898 2.1076 -0.07
C 1.7888 3.3798 2.7587 -0.06
C 1.4195 2.2809 2.0012 -0.14
N 1.2355 2.3338 0.6937 0.09
C 3.9093 1.8125 -3.2755 -0.15
H 6.3699 0.5040 -1.3463 0.08
H 0.8423 0.7586 -3.3031 0.10
H 1.4483 2.3140 -3.9475 0.12
H -0.2836 2.3508 -2.1700 0.08
H 0.7220 4.3974 -1.7278 0.13
H 2.2930 3.5945 -1.8597 0.13
H 1.9725 5.5559 0.1872 0.11
H 2.2483 5.4789 2.6612 0.10
H 1.9269 3.2933 3.8263 0.10
H 1.2564 1.3101 2.4488 0.11
H 3.7717 2.4689 -4.1260 0.09
N -0.0156 -2.0178 -2.3459 0.00
C -1.0102 -2.4321 -3.3239 -0.25
C -1.7238 -1.2144 -3.9109 -0.11
C -2.4396 -0.4864 -2.7529 -0.72
O -3.5690 -0.8514 -2.4443 -0.01
O -1.7710 0.4328 -2.1897 -0.23
H 0.7928 -1.6194 -2.8150 0.08
H 0.3193 -2.8266 -1.8319 0.05
H -1.7361 -3.0718 -2.8165 0.11
H -0.5580 -3.0190 -4.1422 0.11
H -2.4524 -1.5368 -4.6553 0.11
H -0.9891 -0.5474 -4.3661 0.10
F -0.6459 -4.6491 -0.5534 0.11
B 0.4557 -4.1943 0.1780 -1.36
F 0.2222 -2.8350 0.4940 0.05
F 1.5820 -4.2920 -0.5972 0.15
F 0.5677 -4.9192 1.3346 0.16



Entry 3:
63
Properties=species:S:1:pos:R:3:lowdin_charge:R:1 method="wB97M-V/def2-TZVPD" s2=2.00 homo_ev="-13.932 / -13.934" total_charge=+2 spin_multiplicity=3 relative_energy_kcal_mol=22.3 lumo_energy_ev="-6.8 / -6.8"
Tm -0.2118 2.2485 -0.2471 1.11
Cl 1.6859 0.6097 -0.0782 0.00
P -1.2712 0.1573 -1.6312 1.01
C -0.9883 1.7367 -2.6071 -0.49
C -2.0528 2.6007 -2.9126 -0.13
C -1.8067 3.8083 -3.5783 -0.05
C -0.4909 4.2616 -3.7806 -0.03
C 0.5928 3.4800 -3.3508 -0.04
C 0.3521 2.1928 -2.8245 -0.23
C -0.6470 -1.0612 -2.8090 -0.37
C -0.5361 -2.3792 -2.3415 -0.09
C -0.0766 -3.3784 -3.1864 -0.05
C 0.3416 -3.0527 -4.4938 -0.04
C 0.2621 -1.7265 -4.9532 -0.05
C -0.2186 -0.7365 -4.1047 -0.08
C -3.0914 -0.1467 -1.5975 -0.37
C -3.7033 -0.1812 -0.3248 -0.11
C -5.0636 -0.4725 -0.2254 -0.06
C -5.8080 -0.7153 -1.3916 -0.04
C -5.2099 -0.6483 -2.6550 -0.05
C -3.8449 -0.3740 -2.7567 -0.08
H -0.8518 -2.6028 -1.3253 0.11
H -0.0152 -4.4083 -2.8172 0.12
H 0.7032 -3.8538 -5.1542 0.12
H 0.6301 -1.4879 -5.9591 0.12
H -0.2417 0.2747 -4.4847 0.10
H -3.0628 2.2689 -2.6556 0.10
H -2.6791 4.3861 -3.9216 0.13
H -0.3639 5.1899 -4.3593 0.13
H 1.6119 3.8792 -3.4782 0.13
H 1.1640 1.5126 -2.5371 0.07
H -3.0872 0.0105 0.5685 0.08
H -5.5560 -0.4803 0.7468 0.11
H -6.8822 -0.8734 -1.3427 0.12
H -5.7728 -0.7827 -3.5789 0.12
H -3.3381 -0.3594 -3.7246 0.12
H -2.9987 4.3035 -1.1329 0.07
H -3.4206 3.7520 -0.8578 0.08
N -1.4083 1.8802 1.4908 -0.52
S -1.5877 1.5328 3.0894 1.16
C -0.0093 0.7458 3.4764 -0.40
C -0.1635 -0.5272 4.0339 -0.09
C 0.9428 -1.2223 4.5074 -0.05
C 2.2388 -0.7457 4.2681 -0.02
C 2.3760 0.5192 3.6639 -0.04
C 1.2534 1.2569 3.2562 -0.11
C -1.2442 3.1633 3.7607 -0.40
C -0.6331 4.2151 3.0985 -0.10
C -0.1839 5.3069 3.8621 -0.04
C -0.3092 5.3000 5.2542 -0.03
C -0.9278 4.2338 5.9210 -0.02
C -1.3543 3.1546 5.1540 -0.08
H -2.2041 2.5072 1.3654 0.00
H -1.1862 -0.9318 4.0705 0.12
H 0.7509 -2.1527 5.0553 0.13
H 3.1056 -1.3279 4.6263 0.13
H 3.3787 0.8915 3.4934 0.12
H 1.3741 2.1747 2.6585 0.10
H -0.4585 4.2315 2.0056 0.08
H 0.2682 6.1663 3.3646 0.12
H 0.0342 6.1407 5.8548 0.12
H -1.1031 4.2025 6.9993 0.13
H -1.7392 2.2359 5.6069 0.12



Entry 4:
66
Properties=species:S:1:pos:R:3:lowdin_charge:R:1 method="wB97M-V/def2-TZVPD" homo_ev=-9.909 total_charge=+1 lumo_energy_ev=-6.8
F 0.2773 -4.4473 3.2780 0.07
C 1.0083 -3.2797 3.2312 -0.19
C 2.3196 -3.2944 3.7079 0.14
C 3.0203 -2.0864 3.6052 -0.20
F 4.3358 -2.0664 4.0167 0.07
C 2.4683 -0.9342 3.0822 0.09
C 1.1098 -0.9308 2.6348 -0.16
C 0.5297 0.3115 2.2531 0.16
C -0.8139 0.7170 2.4552 -0.15
C -1.0613 2.1216 2.5704 0.10
C -2.3466 2.5930 2.7038 -0.18
F -2.5395 3.9580 2.7962 0.07
C -3.4668 1.7582 2.7376 0.15
C -3.2039 0.3865 2.7183 -0.19
F -4.2767 -0.4759 2.7724 0.07
C -1.9317 -0.1523 2.6162 0.09
C 0.4132 -2.1691 2.6632 0.07
H 2.7609 -4.1891 4.1246 0.15
H 3.0211 0.0047 3.0449 0.14
H 1.2176 1.0980 1.9631 0.13
H -0.1900 2.7770 2.5595 0.11
H -4.4710 2.1560 2.8067 0.15
H -1.8170 -1.2240 2.6563 0.11
H -0.5793 -2.2479 2.2352 0.12
C 1.7525 1.8245 -3.9598 -0.01
C 2.7354 1.4064 -2.8738 -0.52
C 2.1038 0.2911 -2.0477 -0.02
N 3.9932 0.9503 -3.5376 0.13
C 4.9191 1.8167 -3.3264 -0.57
S 6.5291 1.5773 -3.9246 0.98
C 6.4885 -0.2758 -3.5137 -0.39
C 7.7979 -0.8855 -3.8400 -0.28
N 8.8529 -1.3202 -4.0837 0.15
C 4.4736 3.0304 -2.4782 -0.50
C 5.4477 3.3964 -1.3505 -0.03
C 4.2563 4.2446 -3.3808 -0.01
N 3.2044 2.4989 -2.0071 -0.03
C 2.5008 3.0186 -0.9544 -0.09
C 1.1775 3.3227 -0.9906 -0.04
C 0.5952 4.3552 -0.1392 -0.23
C -0.3176 5.3301 -0.6245 -0.03
C -0.9004 6.2583 0.2311 -0.08
C -0.6298 6.2106 1.6059 -0.09
C 0.3320 5.3138 2.0926 -0.11
C 0.9985 4.4582 1.2124 -0.09
H 1.6202 0.9812 -4.6491 0.10
H 0.7749 2.0610 -3.5343 0.07
H 2.1000 2.6776 -4.5534 0.08
H 1.8848 -0.5622 -2.6978 0.09
H 2.8006 -0.0386 -1.2657 0.08
H 1.1805 0.6648 -1.5937 0.07
H 6.3046 -0.3346 -2.4305 0.09
H 5.6705 -0.7307 -4.0872 0.08
H 6.4260 3.6364 -1.7954 0.08
H 5.0841 4.2882 -0.8169 0.09
H 5.5990 2.5773 -0.6330 0.09
H 5.2215 4.5524 -3.8058 0.09
H 3.5675 4.0036 -4.2035 0.08
H 3.8538 5.0782 -2.7826 0.10
H 3.1004 3.2695 -0.0717 0.12
H 0.5682 2.9890 -1.8399 0.10
H -0.5107 5.3629 -1.7015 0.12
H -1.5752 7.0208 -0.1629 0.11
H -1.1541 6.8699 2.3000 0.11
H 0.5750 5.2920 3.1594 0.11
H 1.8214 3.8259 1.5570 0.10



Here are the calculated M numbers, same order: 951.51 1007.93 669.99 538.63 (g mol⁻¹).